# C29H45ClN5O4RhS

C29H45ClN5O4RhS as an isolated structure (ωB97M-V/def2-TZVPD, OMol25).

Each line ends with the Mulliken charge.
Geometry (Å):
Rh1 1.74097 -0.11390 1.17808  0.298
C1 0.69328 2.49283 1.43781  -0.808
N1 0.34440 1.15105 1.96540  0.793
C2 -1.05952 0.81534 1.62147  -0.964
C3 0.49699 1.10548 3.45061  -0.823
C4 1.96149 1.02600 3.79975  -0.899
N2 2.55822 -0.14969 3.10073  0.486
C5 4.02550 0.02896 2.98041  -0.880
C6 2.28160 -1.38492 3.87630  -1.068
H1 0.12777 3.26336 1.96483  0.357
H2 0.44457 2.53893 0.38001  0.160
H3 1.76049 2.69048 1.57443  0.364
H4 -1.73439 1.43184 2.21510  0.409
H5 -1.23511 -0.23796 1.83762  0.376
H6 -1.24175 1.02648 0.57098  -0.141
H7 -0.03585 0.22194 3.80090  0.528
H8 0.01762 1.98081 3.89533  0.475
H9 2.10518 0.93760 4.87832  0.396
H10 2.49497 1.92044 3.47693  0.401
H11 4.47046 0.15331 3.96968  0.432
H12 4.24395 0.91848 2.38682  0.393
H13 4.45455 -0.84230 2.49280  0.165
H14 2.71646 -1.28211 4.87211  0.436
H15 2.73131 -2.23733 3.37692  0.209
H16 1.21198 -1.55446 3.95737  0.273
C7 3.79225 -7.55260 3.39792  -1.464
C8 3.32205 -6.31163 2.70242  0.774
C9 2.03435 -6.25059 2.16157  -0.870
C10 1.59835 -5.13422 1.47778  -0.601
C11 2.46145 -4.04579 1.36115  0.153
C12 3.75131 -4.07595 1.88286  -0.291
C13 4.17002 -5.21377 2.54748  -0.889
S1 1.91206 -2.67139 0.47207  1.698
O1 0.87480 -1.86982 1.34739  -0.353
O2 1.31947 -3.06493 -0.75718  -0.620
O3 2.99951 -1.63739 0.43390  -0.636
H17 2.99203 -8.00372 3.98266  0.399
H18 4.63620 -7.34860 4.05358  0.376
H19 4.11363 -8.29049 2.65976  0.320
H20 1.37278 -7.10068 2.26677  0.425
H21 0.61165 -5.10899 1.03424  0.509
H22 4.42449 -3.24225 1.73663  0.484
H23 5.17685 -5.25857 2.94202  0.418
C14 -1.24452 1.01646 -5.96392  -2.156
C15 -1.93328 1.75190 -4.80698  2.535
C16 -3.22054 2.36740 -5.38154  -1.982
C17 -1.01391 2.89415 -4.35427  -1.674
C18 -2.27645 0.77326 -3.62411  1.649
O4 -3.45804 0.02559 -3.89971  -0.702
C19 -2.42187 1.45346 -2.25248  -0.983
C20 -3.56243 2.45320 -2.02954  -0.873
C21 -3.51918 2.90032 -0.58940  -0.498
C22 -2.65836 3.93292 -0.21894  -0.138
C23 -2.51354 4.30676 1.10738  -0.954
C24 -3.23546 3.63264 2.08200  0.310
Cl1 -2.97248 4.02115 3.75484  -0.169
C25 -4.13051 2.63298 1.73757  -0.834
C26 -4.26182 2.27023 0.40297  -0.180
C27 -1.26980 -0.40167 -3.44655  -2.419
N3 -0.14842 -0.14173 -2.54550  0.935
C28 -0.09630 -0.44379 -1.26270  -0.314
N4 1.02660 0.05366 -0.74643  0.914
C29 1.63941 0.65756 -1.81219  -0.839
N5 0.95127 0.54890 -2.91275  -0.796
H24 -1.21027 1.67263 -6.83395  0.505
H25 -1.79382 0.11825 -6.25447  0.360
H26 -0.21445 0.74501 -5.72776  0.381
H27 -2.94622 3.16915 -6.06734  0.467
H28 -3.88224 2.79722 -4.63090  0.212
H29 -3.78606 1.64542 -5.97680  0.634
H30 -0.73187 3.48800 -5.22419  0.562
H31 -0.09382 2.51984 -3.90703  0.224
H32 -1.49988 3.57122 -3.64944  0.259
H33 -4.06284 0.55339 -4.43052  0.597
H34 -1.48503 1.95847 -1.99195  0.126
H35 -2.56710 0.64426 -1.52530  0.701
H36 -4.52354 1.99455 -2.26544  0.503
H37 -3.44296 3.32676 -2.66837  0.385
H38 -2.10555 4.46784 -0.98398  0.457
H39 -1.86392 5.12605 1.38799  0.557
H40 -4.71531 2.14378 2.50528  0.472
H41 -4.96401 1.48912 0.13503  0.456
H42 -0.86623 -0.74897 -4.39052  0.596
H43 -1.83108 -1.21727 -2.99334  0.295
H44 -0.83363 -1.03147 -0.74356  0.689
H45 2.60111 1.14213 -1.76493  0.530

Results
Net charge: +2
LUMO energy: -0.2948 Ha
Orbital gap: 5.50 eV
E: -2675.2017 Ha